46
Properties=species:S:1:pos:R:3:forces:R:3:mulliken_charge:R:1 method="wB97M-V/def2-TZVPD" e_homo_ev=-9.69 charge=+1 lumo_energy_ha=-0.1263
I 1.3819 -2.5834 -1.4939 0.22 -0.30 0.26 0.196
Rh 0.1596 -0.2022 -0.0287 -0.64 0.38 -0.01 -0.471
S -1.3999 1.4733 -0.0061 0.58 0.12 0.40 -0.135
S -1.6410 -1.6286 -0.0422 0.20 0.04 -0.43 -0.137
N 0.0819 -0.0978 -2.1728 0.10 -0.49 0.24 0.361
N 0.1841 -0.1728 2.0423 -0.45 -0.33 0.06 0.450
N 2.5409 -0.1234 2.3654 0.01 -0.20 -0.06 -0.034
N 2.2631 0.4791 0.1168 -0.18 0.14 -0.73 -0.045
C 1.1180 -0.1311 4.2419 0.07 0.02 0.07 -0.701
C -2.9802 0.6919 0.0457 -0.10 0.40 -0.06 0.673
C 5.0097 0.2475 -0.2605 0.02 0.00 -0.04 -0.443
C -1.2408 -0.1779 3.9813 0.01 0.02 -0.01 -1.073
C 3.0571 0.1196 1.1165 0.02 0.12 0.03 0.696
C 1.2466 -0.1387 2.8495 -0.09 0.13 -0.03 0.746
C -3.0838 -0.6271 0.0091 -0.17 -0.47 -0.04 0.649
C 0.6613 -1.3226 -4.1510 -0.05 0.07 -0.01 -0.607
C -0.4260 0.8010 -4.3160 0.04 0.00 0.01 -0.871
C 4.4477 -0.0023 0.9615 0.04 -0.02 0.04 -0.604
C -4.1266 1.6611 0.1337 0.16 0.07 0.01 -1.576
C 0.6004 -1.1668 -2.7816 -0.03 0.15 -0.04 0.311
C 0.1377 -0.3032 -4.9319 0.02 -0.02 -0.08 -0.248
C 2.8471 0.7675 -1.0734 -0.01 0.15 0.12 -0.325
C 4.1883 0.6609 -1.3122 0.04 0.04 0.01 -0.863
C -0.4328 0.8739 -2.9354 0.03 0.03 -0.06 -0.183
C -1.0464 -0.1896 2.6255 0.25 0.02 0.21 -0.007
C -4.3828 -1.4007 0.0438 0.14 0.06 0.02 -1.642
C -0.1273 -0.1466 4.8111 -0.03 -0.02 0.09 -0.454
H -0.8552 1.6064 -4.8944 0.02 0.02 0.02 0.443
H -5.0829 1.1424 0.1423 0.01 -0.02 0.00 0.430
H -4.1187 2.3529 -0.7118 -0.03 -0.03 -0.01 0.307
H -1.8872 -0.2259 1.9596 -0.05 0.06 0.03 0.117
H -0.2356 -0.1279 5.8872 0.02 -0.02 0.00 0.426
H -5.0097 -1.1557 -0.8139 0.00 0.00 -0.01 0.324
H 4.5890 0.8963 -2.2870 -0.01 0.01 0.01 0.445
H -2.2441 -0.1949 4.3797 -0.01 0.01 -0.03 0.477
H 2.1773 1.1091 -1.8474 -0.02 -0.03 -0.01 0.526
H 1.1016 -2.2069 -4.5879 0.01 0.01 0.02 0.456
H 3.2385 -0.2412 3.0797 0.02 -0.04 0.03 0.168
H 2.0091 -0.1035 4.8548 0.00 0.02 -0.02 0.382
H 0.1830 -0.3701 -6.0112 -0.06 -0.03 0.01 0.405
H 5.0547 -0.3024 1.8057 -0.01 -0.02 -0.01 0.369
H -4.0508 2.2675 1.0395 -0.02 -0.02 0.01 0.321
H 6.0756 0.1306 -0.4043 -0.01 0.03 0.02 0.432
H -4.9462 -1.1825 0.9521 -0.01 -0.01 0.00 0.337
H -0.8463 1.7178 -2.4025 -0.04 -0.03 0.00 0.504
H -4.1902 -2.4729 0.0216 -0.01 0.01 0.00 0.466

***

50
Properties=species:S:1:pos:R:3:forces:R:3:mulliken_charge:R:1 method="wB97M-V/def2-TZVPD" e_homo_ev="-11.38 / -11.25" charge=+1 lumo_energy_ha="-0.1743 / -0.1816" multiplicity=2 s_squared=0.76
I 0.9512 -1.5863 -4.1361 0.10 0.23 -0.07 -0.117
Ru 1.3529 -1.8135 -1.5978 -0.46 -1.23 -0.33 -0.132
S -0.2865 -3.3161 -1.0591 0.03 0.17 -0.02 -0.117
S -0.0508 -5.6846 0.8094 0.04 0.11 0.18 0.000
N 2.3387 -2.8253 -0.1246 -0.48 0.38 0.50 0.790
N 3.1523 -0.6954 -1.3921 0.08 0.16 -0.31 0.320
N -1.7377 3.0569 1.2313 0.07 0.05 0.04 0.680
N -0.2119 1.4971 0.2913 0.04 0.09 0.04 0.229
N -1.6491 4.4211 1.2020 -0.11 -0.04 -0.08 -0.635
N 1.8242 -3.9236 0.5493 0.10 0.15 -0.16 -1.202
N -2.7900 4.9069 0.9237 0.05 -0.16 0.02 -0.484
N 0.3754 -0.1583 -0.9970 0.50 0.40 0.48 0.560
C -3.6843 3.8626 0.7438 -0.05 0.18 -0.04 0.066
C -3.6337 1.4190 0.7971 0.02 0.04 0.02 -0.635
C 5.3488 -0.8480 -0.4571 0.17 0.08 0.06 -0.887
C 0.2402 0.9802 -1.7784 -0.21 -0.07 -0.04 -1.167
C -4.9700 1.4483 0.4667 0.00 0.04 0.00 -0.562
C -5.6668 2.6614 0.2782 -0.01 -0.03 0.00 -0.579
C 0.6297 -4.2165 0.1455 -0.06 -0.06 -0.14 0.435
C -3.0106 2.6633 0.9346 0.03 -0.11 0.03 1.382
C -5.0417 3.8782 0.4123 0.00 0.03 0.00 -0.678
C 5.7238 0.3022 -1.1418 0.06 -0.07 0.04 -0.233
C 0.1065 0.1893 0.2603 -0.24 -0.06 -0.08 0.968
C 3.5081 0.4178 -2.0271 0.13 -0.02 0.07 0.036
C -0.5678 2.2824 1.4742 -0.09 0.01 -0.05 -1.024
C 3.5462 -2.4822 0.1212 0.42 0.11 -0.14 -0.367
C 0.0792 -0.7003 1.4523 0.14 0.04 -0.03 -1.267
C -1.7746 -5.1962 1.0734 0.05 -0.01 -0.17 -0.852
C -0.1293 2.0085 -0.9853 0.00 0.01 0.07 -0.641
C 4.7857 0.9547 -1.9165 -0.10 0.02 -0.04 -1.012
C 4.0559 -1.3052 -0.5902 -0.25 -0.25 0.22 0.710
H -6.7166 2.6253 0.0205 0.01 -0.01 0.00 0.381
H -2.2863 -6.0991 1.3989 0.01 -0.01 0.01 0.344
H 6.7361 0.6761 -1.0715 -0.02 0.01 0.03 0.443
H -0.3562 3.0381 -1.2054 -0.02 -0.03 0.01 0.552
H 2.7557 0.8777 -2.6495 0.00 -0.02 -0.08 0.468
H 0.3568 0.9500 -2.8461 0.05 0.00 0.03 0.611
H 5.0317 1.8603 -2.4524 -0.01 -0.02 -0.02 0.408
H 6.0479 -1.3885 0.1668 -0.01 0.04 0.01 0.441
H -5.5047 0.5156 0.3444 0.00 0.01 0.01 0.397
H -3.1059 0.4844 0.9385 -0.01 0.00 -0.01 0.296
H -5.5662 4.8126 0.2674 0.01 -0.01 0.00 0.443
H -2.2290 -4.8361 0.1550 -0.04 -0.05 0.01 0.322
H -0.9027 -0.6775 1.9275 0.00 0.00 0.00 0.429
H -0.7104 1.5987 2.3087 0.00 -0.04 -0.01 0.556
H 0.8253 -0.4098 2.1937 0.00 0.02 -0.01 0.339
H 0.2291 2.9848 1.7088 0.02 0.01 0.03 0.269
H 0.2760 -1.7194 1.1400 -0.01 -0.04 0.05 0.025
H 4.1374 -3.0478 0.8351 0.08 -0.02 -0.12 0.411
H -1.8318 -4.4437 1.8560 -0.03 -0.01 0.00 0.283

***

45
Properties=species:S:1:pos:R:3:forces:R:3:mulliken_charge:R:1 method="wB97M-V/def2-TZVPD" e_homo_ev=-8.48 charge=0 lumo_energy_ha=0.0232
S -2.1763 0.4093 1.5347 -0.22 0.19 0.47 -0.199
O -4.2157 1.0732 -0.5305 -0.14 0.05 -0.03 -0.572
O -5.1314 -0.9588 -0.5011 -0.45 -0.63 -0.10 -0.448
O 2.0080 0.2464 -2.2151 0.21 -0.06 0.11 -0.454
N -0.3986 0.3728 -0.5452 -0.59 -0.48 -0.28 0.786
N -1.3425 -1.0890 -1.8790 0.78 -0.09 -1.04 -1.241
N -2.1164 -0.9789 -0.7880 -0.23 0.11 0.86 -0.108
C 0.8195 2.4620 -0.6694 -0.09 -0.10 0.13 0.023
C -0.3251 -0.2884 -1.7458 -0.06 -0.05 0.06 0.655
C 2.5647 -0.5009 -1.2097 0.24 -0.08 0.10 0.615
C 2.7260 -2.3723 0.2803 0.16 0.08 0.12 -0.968
C 0.4890 1.3070 0.0251 0.36 0.51 0.33 -0.411
C 3.8301 -1.8194 0.9083 -0.09 -0.08 0.05 0.903
C 2.0921 -1.7294 -0.7715 -0.17 0.13 -0.33 -0.222
C 0.7705 -0.1529 -2.7507 -0.08 -0.02 -0.41 -0.753
C 1.0300 1.0521 1.2779 -0.12 0.01 -0.17 0.210
C 4.3026 -0.5939 0.4476 -0.11 -0.03 -0.10 -0.577
C -3.8179 -1.8296 1.6769 -0.05 -0.05 0.09 -1.392
C -1.5477 -0.1176 0.0102 0.03 -0.11 -0.03 0.319
C -3.8410 -0.3409 1.3853 0.49 -0.05 -0.14 0.331
C 1.7102 3.3574 -0.1075 0.01 0.02 -0.09 -0.842
C -4.3828 0.0127 0.0086 -0.18 0.67 -0.10 0.417
C 3.6830 0.0595 -0.5944 -0.13 -0.01 -0.21 -0.560
C 4.5151 -2.5192 2.0432 0.06 0.01 -0.06 -1.511
C 2.2604 3.1060 1.1384 0.05 0.01 0.08 -0.487
C 1.9161 1.9576 1.8306 -0.01 0.07 0.08 -0.997
H 2.9577 3.8077 1.5705 0.06 0.06 0.04 0.419
H 1.2351 -2.1970 -1.2316 -0.08 -0.03 -0.05 0.412
H 4.6910 -1.8307 2.8678 0.03 -0.02 0.11 0.351
H 5.1653 -0.1452 0.9182 0.10 0.07 0.06 0.377
H 2.3429 1.7591 2.8016 0.05 -0.02 0.09 0.400
H 0.8466 -1.1054 -3.2930 -0.05 0.14 0.09 0.330
H 4.0381 1.0143 -0.9483 0.04 0.14 -0.03 0.467
H -3.2410 -2.3409 0.9109 -0.02 -0.05 0.04 0.324
H 5.4821 -2.9038 1.7190 0.07 -0.07 0.07 0.323
H 2.3422 -3.3260 0.6135 -0.03 -0.09 0.04 0.349
H -4.4357 0.1981 2.1302 0.04 0.01 -0.13 0.467
H 1.9736 4.2553 -0.6458 0.02 0.08 -0.04 0.411
H 3.9185 -3.3534 2.4033 0.00 -0.06 0.07 0.352
H -4.8319 -2.2209 1.6700 -0.07 -0.08 0.02 0.363
H 0.5150 0.6285 -3.4757 0.07 -0.16 0.08 0.375
H 0.7660 0.1465 1.8024 0.01 -0.14 0.02 0.566
H 0.3821 2.6523 -1.6375 -0.06 0.00 -0.09 0.460
H -3.3714 -2.0107 2.6517 0.00 -0.02 0.05 0.361
H -5.4145 -0.7259 -1.3992 0.15 0.22 0.18 0.376

***

46
Properties=species:S:1:pos:R:3:forces:R:3:mulliken_charge:R:1 method="wB97M-V/def2-TZVPD" e_homo_ev=-8.69 charge=0 lumo_energy_ha=-0.0244
O 1.9636 -1.6379 -0.9047 0.28 -0.10 -0.29 -0.646
O -1.2340 -1.9976 -0.0630 -0.26 0.04 -0.27 -0.287
O -5.6719 1.6698 2.1591 -0.02 0.11 0.15 -0.628
O -1.4813 -0.6337 1.7050 -0.09 -0.11 -0.03 -0.744
O -7.3079 1.4422 0.7938 -0.22 0.11 0.02 -0.748
N -6.1675 1.1851 1.1647 -0.19 0.41 0.44 1.124
N -7.1013 -0.0955 -1.2765 -0.45 0.09 -0.17 -0.427
N 1.1055 -0.2317 0.6559 -0.03 0.60 0.36 -0.043
C 3.4605 0.4117 0.5918 0.16 0.05 0.16 0.237
C 4.4726 0.8156 -0.2733 0.04 0.01 0.06 0.933
C -5.3855 0.2778 0.3947 0.74 -0.78 -0.62 -0.347
C 0.0649 -2.3870 0.3750 0.55 -0.15 0.19 -0.900
C 2.0280 0.8731 0.4229 -0.10 -0.07 -0.38 0.122
C -1.9210 -1.1368 0.6925 -0.05 0.18 0.31 0.796
C 3.7703 -0.4123 1.6682 0.09 0.04 0.00 -0.575
C -4.0996 -0.0043 0.8496 0.10 -0.07 -0.04 -0.218
C -3.2713 -0.8716 0.1627 -0.21 0.07 -0.04 -0.191
C 6.0679 -0.4640 1.0126 0.11 0.00 -0.05 -0.615
C 2.8940 2.4811 -1.2808 -0.02 -0.18 -0.19 -1.032
C 5.7694 0.3672 -0.0490 0.01 -0.05 0.05 -0.735
C -5.0019 -1.2039 -1.4739 0.04 -0.02 0.00 -0.757
C 5.0614 -0.8541 1.8793 -0.06 -0.05 0.10 -0.779
C 4.1948 1.7067 -1.4512 -0.10 0.16 -0.03 -1.096
C 1.1564 -1.3767 -0.0408 -0.71 -0.43 0.24 0.717
C 1.7778 1.5010 -0.9507 0.06 0.21 0.19 -0.898
C -5.8743 -0.3257 -0.7929 0.09 0.18 0.31 1.322
C -3.7420 -1.4723 -1.0171 -0.10 0.15 0.15 -0.875
H 6.5538 0.6776 -0.7252 0.08 0.04 -0.07 0.426
H -3.0962 -2.1461 -1.5569 0.01 -0.06 -0.08 0.494
H 1.7628 0.7057 -1.6972 -0.05 -0.01 -0.01 0.357
H 7.0814 -0.8040 1.1666 0.09 -0.02 0.01 0.385
H 5.0327 2.3922 -1.5983 0.02 -0.06 -0.03 0.439
H 0.3609 -0.1090 1.3313 0.09 -0.16 -0.13 0.378
H 4.1229 1.0788 -2.3449 0.02 0.05 -0.07 0.384
H 2.9838 -0.7137 2.3456 -0.07 -0.04 0.05 0.444
H 5.2820 -1.4988 2.7172 0.02 -0.05 0.07 0.387
H 2.6594 3.0252 -2.1975 0.01 0.06 0.05 0.426
H -5.3611 -1.6675 -2.3807 -0.03 -0.05 -0.09 0.282
H -3.7502 0.4651 1.7578 0.00 -0.01 -0.02 0.615
H 0.0672 -2.5052 1.4641 -0.04 -0.04 -0.15 0.348
H 1.8162 1.6165 1.2023 -0.02 -0.09 -0.11 0.516
H -7.3990 -0.5457 -2.1236 0.04 0.02 0.05 0.163
H 2.9972 3.2087 -0.4720 0.01 0.10 0.00 0.346
H 0.2674 -3.3392 -0.1169 0.02 0.21 0.07 0.331
H -7.7130 0.5364 -0.7743 0.15 -0.21 -0.20 0.222
H 0.8043 1.9968 -0.9511 -0.01 -0.06 0.02 0.346

***

Computed strongest force on any atom, in the same sequence as the records: 0.8; 1.4; 1.3; 1.2 eV/A.